Density functional theory data (ωB97M-V/def2-TZVPD) for a gas-phase ion, C5H6FN2O2S (charge +1).

```
17
Properties=species:S:1:pos:R:3:forces:R:3:mulliken_charge:R:1
O 0.25142 -1.34031 -3.10589 -2.713 -2.524 2.917 -0.4250
C -0.53430 -1.96600 -2.38654 0.782 1.707 -2.914 0.6295
F -1.79390 -2.31652 -2.93279 2.943 0.485 2.305 -0.1929
N -0.25649 -2.33712 -0.97090 -0.486 2.321 -0.671 -0.3284
C -0.85842 -1.29659 -0.07039 -2.549 -1.048 1.023 0.1623
O -1.95029 -1.45881 0.49764 4.032 0.801 -2.144 -0.3891
C -0.05265 0.07472 0.08726 0.062 0.881 1.708 0.0147
C 0.75396 0.37613 1.44510 1.644 -0.187 0.074 -0.5345
N 0.89930 1.89103 1.41336 -1.353 1.305 -0.953 -0.0949
C -0.10857 2.57424 0.85984 0.030 -2.823 0.446 -0.0295
S -1.39804 1.32767 0.37515 1.425 2.192 -0.283 0.0130
H 0.76532 -2.15870 -0.88399 -0.726 -0.426 -0.461 0.3629
H 0.57128 0.47639 -0.77734 -0.847 -1.182 0.818 0.4546
H 0.28916 0.09207 2.44841 0.088 0.262 -1.607 0.3219
H 1.84395 0.00963 1.48237 -1.717 0.230 -0.362 0.3249
H 1.74301 2.35013 1.80086 -0.723 -0.338 -0.362 0.3003
H -0.16474 3.70203 0.71783 0.109 -1.656 0.467 0.4103
```
Positions in Å, forces in eV/Å.

Values from the calculation:
HOMO-LUMO gap, eV: 9.09
HOMO energy, eV: -14.7
DFT total energy, eV: -25900.897
Net charge: +1

Density functional theory data (ωB97M-V/def2-TZVPD) for 2 unconnected molecules or ions with the total composition C5H7Cl.

```
13
Properties=species:S:1:pos:R:3:forces:R:3:mulliken_charge:R:1
C 1.90104 -0.52587 -0.21518 -4.444 0.933 1.011 -0.7153
C -0.94999 -1.78371 0.08212 -2.457 -2.018 -0.657 -0.7120
C 0.03117 0.46458 0.22332 3.109 -2.838 -0.926 -0.1684
C -1.05886 -0.48052 0.37697 1.225 2.428 -0.840 0.7182
C 0.07878 1.89769 -0.17194 -0.295 0.133 1.905 -0.9433
Cl -2.59614 0.30801 0.70972 -0.095 -0.371 -0.136 -0.2218
H 2.51190 -0.53467 0.68100 0.200 0.165 -0.224 0.3124
H 1.57117 -1.46734 -0.68717 0.763 0.673 0.030 0.3405
H -1.81720 -2.49785 -0.24568 1.556 1.720 1.189 0.2105
H 0.02008 -2.19697 0.01928 0.669 -0.339 -0.140 0.3014
H -0.92162 2.33208 0.03563 0.707 0.145 -0.097 0.3372
H 0.33185 2.05656 -1.19854 -0.004 -0.236 -0.853 0.2734
H 0.89782 2.42801 0.39047 -0.934 -0.396 -0.262 0.2671
```
Positions in Å, forces in eV/Å.

Values from the calculation:
HOMO-LUMO gap (spin up / spin down), eV: 9.13 / 7.27
Energy relative to the best compared isomer or geometry (same formula, charge and spin), kcal/mol: 145.7
HOMO energy (spin up / spin down), eV: -9.4 / -7.8
DFT total energy, eV: -17814.161
Net charge: 0

Density functional theory data (ωB97M-V/def2-TZVPD) for C8H14NP in the gas phase.

```
24
Properties=species:S:1:pos:R:3:forces:R:3:lowdin_spin:R:1
C 0.46674 -2.37899 -1.30976 -1.306 4.531 -2.757 0.0874
C 0.79010 -3.29937 -0.44547 1.673 -5.270 -0.404 0.2916
C 1.05651 -1.30176 0.63796 1.981 -0.071 7.089 0.5733
C 0.57595 -1.11467 -0.58517 -3.050 1.200 -8.690 0.3462
C 1.25969 -2.74586 0.82051 -0.815 -1.622 2.291 0.1288
C -1.76588 0.96201 0.98918 1.771 -4.232 -1.097 0.0345
C -1.14792 2.30879 -1.49112 -1.321 -0.746 -1.217 0.0118
C 0.76282 2.42181 0.84010 -2.095 -0.222 0.228 0.0067
N 0.24905 0.05658 -1.21154 -0.936 2.250 2.752 0.2830
P -0.40543 1.38365 -0.18162 1.812 -2.794 -1.085 0.0816
H 0.16643 -2.49000 -2.41355 0.436 0.312 2.050 0.0000
H 1.01755 -4.34409 -0.79534 -0.413 0.924 0.840 0.0187
H 1.26384 -0.56140 1.45637 -0.194 -0.685 -1.182 0.0324
H 0.59213 -3.26364 1.61656 1.267 0.996 -0.169 0.0491
H 2.30313 -2.98070 1.01618 0.335 -0.292 0.489 0.0345
H -1.37778 0.33992 1.88477 -0.703 1.548 -1.242 0.0053
H -2.24261 1.86458 1.11329 -1.545 1.779 1.070 0.0057
H -2.37529 0.21504 0.36631 0.525 1.196 0.942 0.0006
H -0.95655 3.37146 -1.52515 -0.660 0.397 0.409 0.0032
H -0.65142 1.92077 -2.38291 0.120 -0.119 0.058 0.0013
H -2.22750 1.91438 -1.61788 1.505 1.258 0.339 0.0014
H 0.95329 1.75367 1.70232 0.750 0.380 -0.587 0.0011
H 1.61128 2.74550 0.20168 -0.486 -0.055 0.936 0.0023
H 0.08185 3.22231 1.31429 1.350 -0.659 -1.064 -0.0004
```
Positions in Å, forces in eV/Å.

Values from the calculation:
HOMO-LUMO gap (spin up / spin down), eV: 3.88 / 7.17
Energy relative to the best compared isomer or geometry (same formula, charge and spin), kcal/mol: 0.0
HOMO energy (spin up / spin down), eV: -3.4 / -7.8
<S²>: 2.019
DFT total energy, eV: -19295.875
Net charge: 0
Multiplicity: 3

Density functional theory data (ωB97M-V/def2-TZVPD) for C3H8N4 in the gas phase.

```
15
Properties=species:S:1:pos:R:3:forces:R:3:mulliken_charge:R:1
C 0.87372 -0.26854 0.84990 1.104 0.693 -1.394 0.1036
C -0.34727 0.45508 1.26077 -0.474 -0.139 -0.424 -0.8576
C -0.70343 1.60485 0.32835 -0.359 0.663 0.030 -0.0913
H 2.70230 -1.82191 0.29927 0.161 0.229 0.009 0.2567
H 1.70915 -2.79369 -0.55610 0.452 0.049 -0.314 0.2713
H 1.83532 0.29199 0.97153 -0.408 -0.723 0.237 0.3660
H -0.14428 0.79626 2.25537 -0.283 0.580 0.620 0.3061
H -1.15571 -0.27873 1.30167 -0.216 0.155 -0.019 0.3672
H -0.57371 2.63070 0.65221 0.239 -0.056 0.249 0.3948
H -1.85256 0.20731 -2.19086 0.126 0.137 0.084 0.2365
H -0.96735 -0.52394 -0.94460 0.314 0.092 0.134 0.2058
N 1.95824 -1.82366 -0.39090 0.134 -1.036 -0.181 -0.6768
N 0.80012 -1.28323 0.09246 -0.605 0.524 0.852 -0.1395
N -1.28170 1.53548 -0.81495 0.552 -1.623 0.578 -0.4336
N -1.54685 0.24908 -1.23270 -0.737 0.455 -0.462 -0.3091
```
Positions in Å, forces in eV/Å.

Values from the calculation:
HOMO-LUMO gap, eV: 9.56
Energy relative to the best compared isomer or geometry (same formula, charge and spin), kcal/mol: 67.4
HOMO energy, eV: -8.5
DFT total energy, eV: -9198.712
Net charge: 0
Structure (SMILES): N/N=C\C/C=N/N

Density functional theory data (ωB97M-V/def2-TZVPD) for 3 unconnected molecules or ions with the total composition C33H42BrF10N2O8PS2.

```
99
Properties=species:S:1:pos:R:3:forces:R:3:mulliken_charge:R:1
C -0.72939 -2.96629 3.08920 -0.901 0.419 0.474 -1.1707
C -2.02032 -2.08649 3.07202 0.769 -0.214 0.921 0.1362
C -1.70589 -0.56714 3.01870 -0.562 0.026 0.190 -0.7832
N -2.08767 0.14112 1.78540 -0.025 -0.327 -0.209 0.1000
C -1.81421 -0.54984 0.58645 -0.090 0.487 0.150 -1.5783
C -0.47494 -0.59434 0.20144 1.053 0.429 0.251 1.5478
C -0.04749 -1.23056 -0.94464 -0.333 -0.243 0.289 -1.0930
C -1.01950 -1.81875 -1.72652 0.665 -0.484 -1.060 -0.6106
C -2.35550 -1.77507 -1.40203 0.143 -0.574 0.468 0.6515
S -3.41840 -2.55945 -2.60695 -1.718 1.519 -0.399 1.6553
O -3.83343 -1.54630 -3.52683 0.791 0.151 -0.602 -0.7270
O -4.49424 -3.33245 -2.06899 0.682 -0.832 0.682 -0.6297
C -2.43650 -3.75448 -3.67089 -0.061 -0.535 0.049 0.2470
F -3.37215 -4.31535 -4.45381 -0.055 0.306 0.228 -0.2412
F -1.59874 -3.11642 -4.50921 0.217 0.059 0.544 -0.2686
C -1.74738 -4.93168 -2.87920 -0.492 -0.996 -0.781 0.7824
F -1.55447 -4.68069 -1.57648 0.321 0.348 -0.329 -0.1967
F -2.59432 -5.98911 -2.94068 0.148 0.254 0.084 -0.3190
C -0.43864 -5.43780 -3.56972 -0.149 -0.438 0.468 0.5443
F 0.54807 -4.55100 -3.39476 -0.080 -0.244 -0.180 -0.1779
F -0.09828 -6.61114 -3.02121 0.208 0.492 0.129 -0.2571
F -0.64057 -5.67416 -4.86600 0.035 0.486 0.195 -0.2587
C -2.79897 -1.15520 -0.21588 -0.718 -0.034 -0.430 0.7147
C -4.25464 -1.10533 0.23218 0.239 -0.685 0.938 -0.1430
Br -5.44596 -0.27041 -1.08723 0.302 0.216 0.178 -0.0604
C -4.78997 -2.48041 0.78363 -0.518 0.051 -0.886 -0.2126
C -6.29631 -2.70773 0.52228 0.627 -0.307 0.584 -1.6515
N 1.31715 -1.25706 -1.27306 -0.310 0.315 0.072 -0.1555
C 1.93843 0.01564 -1.27624 0.347 -0.331 -0.502 -0.7954
C 2.69095 0.40845 -2.36932 0.317 -0.084 -0.660 1.7754
C 2.91373 -0.48528 -3.57641 -0.723 -0.297 0.473 -2.3662
C 3.25828 1.67536 -2.35074 0.068 -0.255 -0.508 -0.9244
C 3.10057 2.53493 -1.29024 -0.094 1.206 1.314 1.0913
P 3.89688 4.19527 -1.49330 0.954 0.116 -1.400 0.2373
C 2.41898 5.32192 -1.68793 -0.597 -0.740 1.017 -1.0183
O 4.64151 4.68734 -0.08626 -1.302 0.048 -0.371 -0.4320
C 2.37242 2.12648 -0.15708 -0.200 -0.361 0.380 -0.1102
C 2.16108 2.98931 1.07796 -0.435 0.674 -1.261 -2.1328
O 3.33727 3.18660 1.89068 -0.611 -0.761 0.225 -0.3034
C 3.70431 2.11187 2.61485 1.219 0.793 0.795 0.8702
F 4.59133 2.54393 3.53895 -0.336 -0.109 -0.311 -0.3026
F 4.35911 1.18189 1.89108 -0.597 -0.053 0.061 -0.2147
F 2.70078 1.52994 3.28479 0.074 -0.112 -0.453 -0.2319
C 1.80252 0.86176 -0.18201 -0.730 -0.671 0.416 1.0786
S 0.80765 0.19567 1.16189 -0.102 0.126 -0.097 -0.1891
H 0.05965 -2.37848 3.57568 0.106 -0.227 -0.421 0.2610
H -0.45471 -3.30134 2.08510 0.229 0.044 0.266 0.1837
H -0.91243 -3.81048 3.76724 0.166 -0.112 -0.518 0.4214
H -2.50743 -2.26688 4.04349 -0.044 0.074 -0.313 0.4639
H -2.72623 -2.42684 2.31493 0.223 0.233 -0.042 -0.3080
H -0.64160 -0.40824 3.24914 -0.224 -0.026 -0.222 0.1805
H -2.25259 -0.08014 3.83743 0.104 0.051 -0.292 0.5979
H -3.02329 0.52588 1.81680 0.071 -0.139 0.234 0.1305
H -0.66550 -2.32138 -2.62808 -0.225 0.215 0.155 0.4430
H -4.31060 -0.43304 1.08505 -0.190 0.013 -0.457 -0.2664
H -4.23143 -3.29849 0.31553 -0.046 0.139 0.208 0.3661
H -4.63124 -2.51982 1.86717 0.107 0.199 -0.258 0.5457
H -6.60621 -3.59324 1.09482 -0.022 0.215 -0.106 0.4282
H -6.47426 -2.91670 -0.53384 -0.123 0.289 0.167 0.3663
H -6.84934 -1.83749 0.89135 -0.142 -0.251 -0.280 0.3624
H 1.50822 -1.78442 -2.11384 -0.035 0.076 0.052 0.1019
H 3.78307 -0.16723 -4.14773 -0.324 0.047 -0.029 0.4414
H 3.10868 -1.52063 -3.26010 0.133 0.267 -0.126 0.4926
H 1.99500 -0.51053 -4.18348 0.293 0.095 -0.068 0.4673
H 3.83449 1.95943 -3.23098 0.017 0.154 0.294 0.2258
H 2.60517 6.32402 -1.28525 0.184 -0.103 -0.408 0.3513
H 2.08748 5.33924 -2.73162 0.392 0.166 0.144 0.3548
H 1.56028 4.91574 -1.12482 0.178 0.196 -0.148 0.2974
H 3.96967 5.08232 0.48851 0.427 -0.153 0.399 0.2890
H 1.88622 3.98990 0.71671 0.322 -0.095 0.343 0.3226
H 1.29521 2.65271 1.65802 0.448 -0.146 0.079 0.7152
O -5.25289 0.98283 2.35618 0.273 -0.009 0.074 -0.5668
C -5.43852 2.17208 2.36470 -0.347 0.219 0.234 0.8718
O -4.38843 2.99747 2.25001 0.317 -0.248 -0.246 -0.2850
C -4.50133 4.41168 2.05722 -0.084 0.307 0.131 -0.4753
C -4.65230 5.14087 3.37576 -0.074 -0.110 0.148 -1.0277
C -6.81336 2.74692 2.59057 -0.188 0.091 -0.487 -1.3555
H -5.30409 4.64518 1.35650 -0.052 -0.073 0.053 0.3663
H -3.57339 4.71835 1.57680 0.040 -0.209 -0.013 0.3510
H -5.56487 4.84765 3.89574 -0.044 0.063 -0.062 0.2788
H -4.67745 6.21926 3.21636 0.011 -0.016 -0.019 0.3788
H -3.81795 4.90304 4.03644 0.045 0.041 -0.069 0.3047
H -7.00888 2.78851 3.66164 0.020 0.004 -0.006 0.3067
H -7.53955 2.08714 2.12013 0.065 -0.140 0.162 0.3132
H -6.95751 3.73249 2.15478 0.079 0.072 0.164 0.4016
O 5.43130 -0.51715 -2.61680 0.598 -0.166 0.158 -0.4470
C 6.31432 -0.31177 -1.82322 -0.190 0.183 0.309 0.4174
O 7.28586 -1.22759 -1.67610 0.095 -0.250 -0.403 -0.3818
C 8.47363 -1.00977 -0.90891 0.092 0.027 0.300 -0.4128
C 8.25325 -1.32414 0.55619 -0.172 0.026 0.072 -0.8317
C 6.30892 0.90065 -0.92663 0.346 0.290 -0.267 -0.3135
H 8.85815 -0.00077 -1.06525 -0.090 0.025 0.022 0.3811
H 9.21828 -1.69120 -1.31854 -0.140 -0.040 -0.139 0.3104
H 7.50061 -0.67096 0.99900 0.073 0.064 0.002 0.1569
H 9.18185 -1.21017 1.11669 0.001 -0.005 -0.023 0.3516
H 7.89613 -2.34792 0.67281 0.080 -0.015 -0.041 0.2963
H 5.68464 0.69744 -0.05724 -0.002 0.010 -0.026 0.1016
H 5.88602 1.73555 -1.47956 -0.182 -0.070 0.028 -0.0222
H 7.29816 1.21291 -0.60029 -0.028 -0.124 0.155 0.4189
```
Positions in Å, forces in eV/Å.

Values from the calculation:
HOMO-LUMO gap, eV: 8.35
Energy relative to the best compared isomer or geometry (same formula, charge and spin), kcal/mol: 0.0
HOMO energy, eV: -8.1
DFT total energy, eV: -182439.404
Net charge: 0
Structure (SMILES): CCCNc1c2c(cc(S(=O)(=O)C(F)(F)C(F)(F)C(F)(F)F)c1[C@@H](Br)CC)Nc1c(C)cc(P(C)O)c(COC(F)(F)F)c1S2.CCOC(C)=O.CCOC(C)=O

Density functional theory data (ωB97M-V/def2-TZVPD) for a molecular structure, C17H29BF4InNO2P2.

```
57
Properties=species:S:1:pos:R:3:forces:R:3:mulliken_charge:R:1
C 0.25558 -3.88636 -1.80791 -0.433 -1.202 0.156 -1.2284
C 0.46825 -2.54333 -1.42221 0.686 1.145 -0.125 1.1158
N -0.20874 -2.05548 -0.32802 0.124 0.781 0.279 0.1831
C -0.84097 -2.87840 0.50875 -0.005 -1.477 -0.104 0.7692
C -0.92244 -4.25320 0.24608 -0.424 0.624 1.030 -1.0071
C -0.38650 -4.75765 -0.94038 0.219 0.541 -0.912 -0.3882
C 1.43353 -1.73448 -2.08136 -1.110 0.690 -1.026 -1.8485
P 1.91670 -0.14042 -1.43972 0.043 -1.742 0.562 1.0667
In 0.02426 0.35017 0.28410 2.761 -0.028 1.691 0.7861
P -1.92130 -0.60364 1.74103 0.337 -0.656 0.808 0.9883
C -1.37295 -2.34636 1.83503 -0.175 -0.135 0.033 -1.2320
C 0.13404 2.55122 0.57351 -0.150 -1.594 -0.089 0.6257
C 1.33965 3.07369 1.02187 -0.069 1.194 0.082 -0.1249
C 1.46721 4.47006 1.15601 -0.310 -0.568 -0.126 -0.6651
C 0.37888 5.30312 0.86446 0.201 -0.128 0.063 -0.5345
C -0.83078 4.74947 0.44451 -0.214 -0.088 -0.026 -0.6155
C -0.94952 3.36077 0.28346 0.155 0.722 0.050 -0.2673
O -0.55005 -0.96787 -4.72788 -1.173 -0.197 0.224 -0.7029
O -0.71478 1.94755 -3.37357 -0.837 -0.883 0.396 -0.5785
H 0.66216 -4.22840 -2.76199 -0.012 0.062 0.379 0.4146
H -1.39221 -4.90036 0.99079 0.141 0.177 -0.324 0.4224
H -0.49496 -5.82068 -1.18547 0.086 0.472 0.059 0.3909
C 3.46850 -0.63725 -0.60900 0.247 0.456 0.224 -1.4329
C 2.42683 1.13261 -2.62323 -0.113 -0.021 -0.392 -1.1044
H -2.21369 -2.97045 2.18833 0.420 0.151 -0.115 0.5367
H -0.56476 -2.38827 2.58750 -0.241 0.065 -0.256 0.3675
H 0.11875 -1.10286 -4.04603 0.083 -0.276 0.312 0.3182
H 1.80119 -2.08574 -3.05605 0.170 0.022 0.594 0.4306
C -2.07165 -0.03994 3.46823 -0.231 0.113 0.125 -1.2685
C -3.62034 -0.73362 1.10016 -0.164 0.182 -0.143 -1.3147
H 2.16901 2.42532 1.30151 -0.120 0.133 -0.089 0.3120
H 2.40955 4.88305 1.50094 -0.113 0.069 -0.034 0.3953
H 0.48500 6.38774 0.97152 -0.097 -0.430 -0.030 0.3537
H -1.69405 5.39281 0.24997 0.340 -0.156 0.004 0.3753
H -1.89408 2.94111 -0.09308 0.306 0.227 0.188 0.0982
H -1.30758 0.64608 -0.85805 -3.224 1.113 -1.113 0.2426
H -1.64131 2.20574 -3.51664 0.494 0.158 -0.034 0.3018
H -0.80801 0.97705 -3.24681 0.329 0.676 -0.501 0.2394
H -1.36094 -1.42636 -4.40520 1.075 0.376 -0.308 0.3142
H -1.97466 0.95564 -0.52502 1.168 -0.643 -1.122 -0.2521
H 4.17498 -0.94176 -1.39393 -0.107 0.095 0.198 0.4648
H 3.88548 0.18046 -0.01028 0.093 -0.164 -0.068 0.4048
H 3.26558 -1.49463 0.04421 -0.029 0.331 -0.219 0.2977
H 3.03133 0.68503 -3.42049 -0.117 0.072 0.083 0.4011
H 1.54371 1.62188 -3.04913 0.264 -0.048 0.023 0.2451
H 3.04126 1.88233 -2.10712 -0.235 -0.214 -0.002 0.3889
H -4.27761 -1.26431 1.80425 0.266 0.130 -0.145 0.4458
H -4.02657 0.27150 0.93090 -0.009 -0.223 -0.011 0.3827
H -3.60344 -1.28171 0.15028 -0.014 0.134 0.146 0.3581
H -2.97546 -0.47897 3.92645 0.397 0.160 -0.113 0.4438
H -1.16931 -0.32399 4.03634 -0.388 0.146 -0.328 0.3122
H -2.15702 1.06047 3.46671 0.057 -0.451 0.083 0.3604
F 1.54809 -0.66107 1.67925 -0.366 0.524 0.780 -0.2610
B 1.63209 -0.21233 3.15749 0.043 -0.038 -0.398 0.3298
F 1.06415 -1.27081 3.88554 0.330 0.699 -0.334 -0.3891
F 2.97441 0.01819 3.40216 -0.946 -0.112 -0.017 -0.3369
F 0.82549 0.95759 3.22725 0.590 -0.966 -0.068 -0.3313
```
Positions in Å, forces in eV/Å.

Values from the calculation:
HOMO-LUMO gap, eV: 6.61
HOMO energy, eV: -6.9
DFT total energy, eV: -58986.953
Net charge: 0